{
  "formula": "C3H6N2S",
  "method": "ωB97M-V/def2-TZVPD",
  "elements": ["C", "C", "C", "H", "H", "H", "H", "H", "H", "N", "N", "S"],
  "positions_angstrom": [[0.52540, 1.31986, -0.11464], [-0.72114, 0.53533, -0.54858], [-0.31348, -0.94597, -0.58773], [1.61780, 1.76019, 1.60850], [0.30645, 0.64589, 1.75821], [1.90604, 2.46106, -0.63624], [-1.16129, 0.92238, -1.47221], [-1.44961, 0.64289, 0.23763], [0.46880, -1.10901, -1.35118], [0.92202, 1.18724, 1.16451], [1.08000, 2.01979, -1.06554], [-0.79044, -2.07674, 0.41677]],
  "atomic_forces_ev_per_a": [[-0.12, 1.20, -3.26], [0.46, -0.83, 1.19], [0.51, 1.56, -1.05], [0.00, 0.04, -0.25], [0.36, 0.20, 0.09], [-0.07, 0.14, -0.48], [0.61, -0.15, 0.02], [-0.56, -0.01, 0.29], [-0.40, -0.26, 0.26], [-0.62, -0.75, 0.88], [0.08, -0.62, 1.93], [-0.24, -0.51, 0.37]],
  "lumo_energy_ev": -0.3,
  "total_energy_ha": -625.580041,
  "relative_energy_kcal_mol": 26.3,
  "homo_energy_ha": -0.329,
  "orbital_gap_ha": 0.3176,
  "max_force_ev_per_a": 3.5,
  "smiles": "[H]/N=C(\\N)CC=S"
}


{
  "formula": "C29H26FFeN2O3PS",
  "method": "ωB97M-V/def2-TZVPD",
  "elements": ["Fe", "O", "S", "O", "O", "C", "C", "C", "C", "C", "C", "P", "C", "C", "C", "C", "C", "C", "C", "C", "C", "C", "C", "C", "H", "H", "H", "H", "H", "H", "H", "H", "H", "H", "H", "H", "H", "H", "C", "N", "C", "C", "N", "C", "H", "H", "H", "H", "H", "H", "F", "C", "C", "C", "C", "C", "C", "C", "H", "H", "H", "H", "H", "H"],
  "positions_angstrom": [[-0.23288, -0.16872, -0.00950], [-1.46615, 2.41699, -2.97990], [-0.56426, 1.66024, -2.16367], [-0.54583, 0.20512, -2.38413], [-0.69004, 1.88017, -0.70479], [1.08862, 2.19810, -2.56075], [1.24010, 3.28462, -3.40768], [2.51085, 3.74295, -3.72341], [3.62789, 3.12345, -3.18574], [3.47229, 2.04109, -2.33247], [2.20662, 1.55550, -2.01710], [2.05920, 0.15146, -0.85074], [3.20807, 0.64928, 0.47687], [4.42825, 0.03524, 0.73365], [5.21809, 0.46786, 1.79252], [4.79408, 1.51466, 2.59584], [3.57688, 2.13510, 2.34017], [2.78496, 1.70188, 1.29039], [2.85092, -1.25427, -1.68588], [2.99559, -2.43699, -0.95645], [3.50323, -3.57484, -1.56009], [3.85104, -3.55143, -2.90574], [3.69030, -2.38710, -3.64065], [3.19359, -1.23921, -3.03434], [0.35438, 3.75646, -3.81014], [2.62710, 4.59032, -4.38673], [4.62033, 3.48374, -3.42380], [4.34772, 1.56950, -1.90030], [4.77213, -0.77983, 0.10875], [6.16825, -0.01402, 1.98437], [5.40930, 1.84827, 3.42149], [3.24138, 2.95386, 2.96331], [1.83290, 2.18617, 1.09590], [2.68328, -2.47499, 0.08310], [3.60918, -4.48569, -0.98489], [4.23925, -4.44337, -3.38047], [3.94788, -2.36782, -4.69169], [3.05813, -0.34035, -3.62070], [-3.42640, -4.58311, -1.05295], [-2.29313, -3.68332, -1.18111], [-1.24368, -3.80305, -2.06389], [-0.40319, -2.77070, -1.79651], [-0.91012, -2.03344, -0.75140], [-2.04513, -2.60757, -0.41652], [-3.42343, -5.26570, -1.89804], [-4.35638, -4.01871, -1.06385], [-3.35532, -5.15913, -0.13187], [-1.20237, -4.59418, -2.79132], [0.51616, -2.50290, -2.28567], [-2.70318, -2.28853, 0.37523], [0.89249, -5.38390, 3.47382], [0.57092, -4.10184, 3.16679], [-0.75551, -3.72337, 3.15769], [-1.07551, -2.41217, 2.83461], [-0.09613, -1.46485, 2.51298], [-0.43336, -0.10159, 2.04247], [1.23804, -1.89360, 2.57398], [1.57839, -3.20092, 2.89145], [-1.52005, -4.44538, 3.41505], [-2.11714, -2.10769, 2.84178], [0.32652, 0.60137, 2.39506], [-1.42703, 0.21909, 2.35560], [2.02844, -1.17793, 2.36481], [2.61203, -3.52036, 2.93760]],
  "atomic_forces_ev_per_a": [[-0.27, 0.14, -0.32], [0.02, 0.04, 0.01], [-0.01, -0.12, 0.03], [0.04, 0.03, -0.04], [-0.01, 0.00, 0.06], [0.09, -0.02, 0.01], [0.02, -0.01, 0.00], [0.00, 0.03, -0.02], [0.00, -0.02, 0.01], [0.03, 0.01, -0.01], [-0.02, 0.03, 0.04], [0.02, 0.05, 0.17], [0.05, -0.03, -0.09], [0.05, 0.00, -0.02], [-0.02, 0.00, 0.00], [-0.01, 0.00, 0.00], [0.01, 0.00, 0.00], [-0.01, 0.02, -0.01], [0.00, 0.04, -0.05], [-0.05, -0.02, 0.03], [-0.01, 0.00, -0.01], [0.01, 0.00, 0.00], [-0.01, 0.00, 0.01], [0.00, -0.04, 0.01], [0.00, -0.01, 0.00], [-0.01, 0.00, 0.00], [0.00, 0.00, 0.00], [-0.01, -0.01, 0.00], [-0.01, 0.01, 0.01], [-0.01, 0.00, 0.00], [0.00, 0.00, 0.00], [0.00, 0.00, 0.00], [0.00, -0.02, -0.01], [0.01, 0.02, -0.01], [0.01, 0.00, 0.00], [0.00, 0.00, 0.00], [0.00, 0.00, 0.00], [0.01, 0.02, 0.00], [0.04, 0.02, -0.01], [0.00, -0.04, 0.01], [-0.02, 0.00, 0.00], [0.00, -0.02, 0.05], [-0.03, -0.11, -0.10], [0.01, -0.05, 0.10], [-0.01, 0.00, -0.01], [0.00, 0.00, 0.01], [-0.01, -0.01, 0.00], [0.00, 0.01, 0.00], [-0.01, 0.02, -0.02], [0.02, 0.02, -0.01], [0.00, -0.01, 0.00], [-0.03, 0.01, 0.01], [0.00, -0.01, 0.01], [0.01, 0.01, 0.00], [-0.03, -0.07, -0.04], [0.28, -0.16, 0.08], [0.02, -0.03, -0.03], [0.02, 0.04, 0.01], [0.01, 0.00, -0.01], [0.00, 0.00, 0.00], [-0.17, 0.17, 0.06], [0.01, 0.07, 0.05], [-0.01, -0.01, 0.01], [0.00, 0.00, 0.00]],
  "lumo_energy_ev": [0.5, 0.5],
  "total_energy_ha": -3559.079176,
  "relative_energy_kcal_mol": 0.0,
  "homo_energy_ha": [-0.256, -0.277],
  "orbital_gap_ha": [0.2735, 0.2947],
  "max_force_ev_per_a": 0.4,
  "multiplicity": 5
}


{
  "formula": "C3H2BrN",
  "method": "ωB97M-V/def2-TZVPD",
  "elements": ["C", "C", "C", "N", "Br", "H", "H"],
  "positions_angstrom": [[-0.52087, -0.18471, -1.46744], [0.73482, 0.40006, 0.80013], [-0.27775, -0.18292, 0.17176], [-0.64248, -0.08476, -2.59503], [-1.62434, -1.28484, 1.04709], [0.70973, 0.47499, 1.82914], [1.62088, 0.86218, 0.21434]],
  "atomic_forces_ev_per_a": [[1.33, 0.16, 5.59], [0.92, 0.57, -3.55], [-1.13, -0.84, -3.44], [-0.25, -0.02, -1.20], [0.78, 0.95, -0.46], [0.23, -0.14, 2.01], [-1.88, -0.68, 1.04]],
  "lumo_energy_ev": 0.1,
  "total_energy_ha": -2744.211778,
  "relative_energy_kcal_mol": 23.2,
  "homo_energy_ha": -0.386,
  "orbital_gap_ha": 0.3898,
  "max_force_ev_per_a": 5.8,
  "smiles": "C=C(Br)C#N"
}


{
  "formula": "C4H9N",
  "method": "ωB97M-V/def2-TZVPD",
  "elements": ["C", "C", "C", "C", "H", "H", "H", "H", "H", "H", "H", "H", "H", "N"],
  "positions_angstrom": [[-1.43144, -0.85460, 0.03587], [-0.14076, 0.01176, -0.08508], [-0.37249, 1.55650, -0.10827], [1.10269, -0.48968, -0.64851], [-1.05378, -1.90056, 0.42039], [-2.24512, -0.45894, 0.72105], [-1.89885, -0.95806, -1.02951], [-0.28300, 1.86879, 1.14323], [0.62835, 1.98266, -0.62508], [-1.45508, 1.72770, -0.64945], [1.32932, -1.48196, -1.19114], [1.66432, 0.21618, -1.14800], [1.47182, 0.50841, 1.17386], [0.98485, -0.40687, 0.86009]],
  "atomic_forces_ev_per_a": [[0.55, -1.32, -0.82], [-1.27, 0.32, 1.75], [0.68, -0.31, 1.25], [0.02, -2.71, 0.05], [-1.09, 1.92, -0.83], [1.28, -0.29, -0.67], [0.77, 0.01, 1.89], [-0.87, -0.44, -3.86], [-2.81, -0.31, 0.95], [3.03, 0.31, 1.47], [-0.98, 1.15, 1.47], [1.30, 1.74, -0.70], [-0.90, -1.94, -0.69], [0.28, 1.89, -1.27]],
  "lumo_energy_ev": 1.0,
  "total_energy_ha": -212.456182,
  "relative_energy_kcal_mol": 59.6,
  "homo_energy_ha": -0.355,
  "orbital_gap_ha": 0.3914,
  "max_force_ev_per_a": 4.0,
  "smiles": "CC1(C)CN1"
}


{
  "formula": "C26H34ClMgO2",
  "method": "ωB97M-V/def2-TZVPD",
  "elements": ["O", "C", "C", "H", "H", "C", "H", "H", "C", "H", "H", "H", "C", "H", "H", "H", "Mg", "C", "C", "C", "H", "C", "C", "H", "H", "H", "H", "C", "C", "C", "H", "C", "C", "H", "H", "H", "H", "O", "C", "C", "H", "H", "C", "H", "H", "C", "H", "H", "H", "H", "Cl", "C", "C", "C", "C", "C", "C", "C", "H", "H", "H", "H", "H", "H"],
  "positions_angstrom": [[-0.23476, 1.01463, -1.38253], [0.99973, 1.49652, -2.03854], [0.21777, 2.45822, -2.91773], [1.50157, 0.64934, -2.51111], [1.68848, 2.01854, -1.36858], [-1.01648, 2.06054, -2.02545], [0.19493, 2.04963, -3.93210], [0.52012, 3.51014, -2.90950], [-2.20008, 1.47198, -2.75520], [-1.90976, 0.55415, -3.28261], [-2.58286, 2.24533, -3.43911], [-2.99237, 1.19486, -2.04691], [-1.40855, 3.14924, -1.05297], [-0.55696, 3.47589, -0.45058], [-2.18689, 2.79025, -0.37220], [-1.80941, 4.00442, -1.60903], [0.55115, -0.17257, 0.86009], [0.90017, 2.27306, 2.98035], [1.85244, 1.30624, 2.57941], [2.18968, 1.55821, 1.20962], [2.30742, 0.56868, 3.21766], [1.46843, 2.74102, 0.82095], [0.66718, 3.14675, 1.89505], [-0.00937, 3.99804, 1.88665], [0.45549, 2.35427, 3.95879], [2.96872, 1.04486, 0.64262], [1.59279, 3.31472, -0.10008], [-1.04486, 0.00337, 2.69482], [-1.76918, 1.15888, 2.31198], [-2.52982, 0.82401, 1.16622], [-1.79512, 2.11271, 2.83246], [-2.25009, -0.50794, 0.79948], [-1.33248, -1.04413, 1.75115], [-1.07743, -2.09171, 1.87875], [-0.48706, -0.11631, 3.61786], [-3.29335, 1.45631, 0.73376], [-2.73549, -1.05641, -0.00204], [-0.03881, -0.83134, -3.84019], [-0.50168, -0.16933, -5.07563], [0.21127, -0.76412, -6.29787], [-0.27370, 0.90772, -5.01406], [-1.59801, -0.23102, -5.22751], [1.19740, -1.79231, -5.74197], [0.73263, 0.01013, -6.86521], [-0.53121, -1.21868, -6.95354], [0.94607, -1.82673, -4.21656], [2.21677, -1.45891, -5.96454], [1.04459, -2.78508, -6.17735], [1.90004, -1.61929, -3.71015], [0.59613, -2.81997, -3.89246], [1.37263, -0.34763, 5.45168], [0.89609, -1.98034, 5.22907], [0.48952, -2.70362, 6.34026], [0.02322, -4.01564, 6.19804], [-0.03539, -4.58679, 4.92220], [0.37855, -3.87524, 3.80647], [0.91560, -2.55085, 3.91109], [1.39105, -1.87297, 2.76245], [0.53382, -2.23370, 7.31923], [-0.29156, -4.56936, 7.07475], [-0.40607, -5.60961, 4.80175], [0.33455, -4.33769, 2.81094], [1.34603, -2.44026, 1.82606], [2.29677, -1.29304, 2.88164]],
  "atomic_forces_ev_per_a": [[1.63, 0.05, 0.26], [-0.20, -0.20, 0.50], [-0.34, -0.62, -0.06], [-0.06, 0.15, -0.17], [-0.30, -0.50, 0.03], [0.36, 0.40, -0.41], [-0.28, 0.66, 0.27], [-0.09, -0.23, 0.05], [-0.21, -0.12, 0.08], [-0.15, 0.50, 0.13], [-0.03, -0.37, 0.02], [0.17, 0.15, -0.08], [-0.26, 0.21, 0.09], [-0.17, -0.09, -0.17], [0.28, 0.06, -0.12], [0.05, -0.03, -0.03], [-0.74, 1.06, 1.72], [1.37, -0.23, -0.42], [-0.40, 1.11, 0.27], [-0.51, -0.29, -0.28], [-0.17, 0.09, -0.14], [-0.19, 0.25, 0.17], [0.72, -0.06, -0.16], [0.10, -0.17, 0.02], [-0.10, -0.16, 0.05], [0.15, 0.36, 0.18], [-0.11, -0.30, 0.33], [-0.70, 0.35, -0.07], [-0.34, -1.12, -0.10], [-0.04, -0.39, 0.22], [0.09, -0.29, -0.16], [-0.39, 0.33, 0.20], [-0.29, 0.37, -0.18], [-0.06, 0.19, -0.03], [0.01, 0.07, -0.49], [0.13, 0.02, -0.25], [0.17, 0.05, 0.04], [0.12, -0.08, -2.30], [0.09, 0.35, 0.15], [-0.25, -0.10, 0.20], [-0.14, -0.65, 0.08], [0.51, -0.29, 0.57], [-0.02, 0.02, 0.19], [-0.12, -0.06, 0.05], [0.12, -0.05, -0.07], [0.05, -0.03, 0.13], [-0.12, -0.27, 0.13], [0.12, 0.21, 0.03], [-0.36, 0.05, 0.20], [0.02, 0.36, -0.03], [0.41, 0.61, 0.22], [-0.32, -1.37, -0.33], [-0.06, -0.28, -0.37], [0.12, 0.17, 0.10], [-0.08, 0.13, -0.18], [-0.11, 0.03, 0.39], [-0.30, -0.05, -0.23], [0.67, 0.06, -0.74], [-0.05, -0.04, -0.12], [0.01, -0.01, -0.05], [0.09, 0.31, 0.04], [0.10, 0.21, 0.44], [0.40, -0.48, 0.20], [0.02, 0.01, 0.00]],
  "lumo_energy_ev": 2.1,
  "total_energy_ha": -1821.758545,
  "relative_energy_kcal_mol": 16.1,
  "homo_energy_ha": -0.094,
  "charge": -1,
  "orbital_gap_ha": 0.1694,
  "max_force_ev_per_a": 2.3
}


{
  "formula": "C17H19ClN4O5S7SbW",
  "method": "ωB97M-V/def2-TZVPD",
  "elements": ["W", "S", "C", "C", "N", "C", "S", "C", "N", "S", "Sb", "S", "S", "N", "C", "N", "C", "C", "O", "C", "C", "H", "H", "H", "H", "H", "H", "H", "H", "O", "Cl", "O", "O", "O", "S", "C", "C", "C", "C", "C", "C", "H", "H", "H", "H", "H", "C", "S", "C", "H", "H", "H", "H", "H", "H"],
  "positions_angstrom": [[-1.18953, 0.79733, -0.67943], [-0.62791, -1.83920, -0.30556], [-1.92530, -2.44002, 0.62191], [-1.72450, -3.64680, 1.36623], [-1.55083, -4.58487, 2.01037], [-3.14088, -1.81167, 0.65415], [-3.22939, -0.08374, 0.53644], [-4.34240, -2.53947, 0.88870], [-5.32040, -3.11939, 1.07696], [-4.22132, 4.65658, -1.68827], [-3.26106, 2.60725, -1.32088], [-2.04954, 2.65005, 0.78577], [-1.10906, 2.55534, -2.42572], [-0.02786, 0.63442, 0.87400], [0.73187, 0.42685, 1.74788], [0.69567, 0.17119, 3.05518], [1.88076, 0.08989, 3.88567], [1.75895, -1.13120, 4.78206], [0.55999, -1.08946, 5.54269], [-0.58405, -1.05564, 4.68710], [-0.55982, 0.17276, 3.80073], [1.95199, 0.98771, 4.51364], [2.76179, 0.02321, 3.24930], [2.57868, -1.16805, 5.50033], [1.77435, -2.03863, 4.16494], [-1.45698, -1.04354, 5.33800], [-0.60790, -1.95994, 4.06768], [-0.60858, 1.07902, 4.41556], [-1.39255, 0.17721, 3.09599], [2.50068, 0.45732, -3.08027], [1.96570, -0.03663, -1.84973], [2.59409, 0.59645, -0.72745], [2.06344, -1.45741, -1.76845], [0.50871, 0.33254, -1.86462], [-2.48458, -0.41716, -2.51091], [-1.31547, -1.12065, -3.65102], [-1.03598, -2.48526, -3.59255], [-0.05845, -3.03557, -4.41365], [0.64059, -2.23221, -5.30307], [0.32444, -0.88337, -5.40123], [-0.65809, -0.32895, -4.59218], [-1.57256, -3.10152, -2.88411], [0.16677, -4.09349, -4.33620], [1.43266, -2.65121, -5.91324], [0.85957, -0.24964, -6.09973], [-0.89535, 0.72439, -4.65586], [2.06362, 3.38194, 1.15947], [0.95000, 3.39308, -0.26898], [2.17888, 3.83283, -1.52118], [2.81222, 2.59689, 1.03321], [1.44422, 3.16849, 2.03136], [2.53813, 4.35824, 1.28318], [2.66909, 4.76610, -1.23355], [1.63162, 3.97428, -2.45107], [2.91188, 3.03333, -1.62961]],
  "atomic_forces_ev_per_a": [[-0.23, -3.22, -0.22], [0.39, 0.35, 0.55], [-0.12, -0.07, -0.54], [-0.20, -0.16, -0.46], [0.08, -0.14, 0.16], [0.01, 0.02, 0.19], [0.06, 0.60, -0.46], [0.16, 0.18, 0.55], [-0.14, -0.09, -0.05], [-0.33, 0.19, -0.09], [-0.14, 1.40, -0.15], [-0.44, -0.14, -0.61], [-0.76, 0.11, 0.30], [1.33, 0.58, 0.32], [-1.14, 0.23, 1.15], [0.85, -0.17, -0.02], [-0.06, -0.05, -0.01], [-0.07, -0.05, 0.06], [0.02, 0.05, -0.10], [0.05, -0.04, 0.06], [-0.09, -0.04, -0.18], [0.06, 0.02, -0.02], [0.01, 0.00, 0.00], [0.01, -0.01, -0.01], [0.01, 0.01, 0.00], [-0.01, -0.01, 0.00], [-0.03, 0.00, -0.01], [-0.03, 0.02, -0.01], [-0.01, -0.01, -0.01], [-0.05, -0.03, 0.14], [-0.08, 0.14, -0.06], [-0.03, -0.09, 0.00], [-0.01, 0.14, -0.02], [0.88, -0.14, -0.47], [-0.47, -0.28, -0.09], [-0.08, 0.31, 0.07], [0.10, 0.02, -0.13], [-0.10, 0.02, 0.04], [-0.01, -0.03, -0.05], [-0.09, 0.06, -0.01], [0.15, -0.17, -0.07], [0.03, 0.02, 0.04], [0.03, 0.02, 0.00], [-0.02, -0.01, -0.01], [0.01, -0.01, 0.02], [0.02, 0.01, 0.08], [-0.14, -0.03, -0.28], [0.48, 0.60, 0.14], [-0.09, -0.06, 0.29], [0.04, 0.02, 0.09], [0.05, 0.01, 0.03], [0.06, -0.05, 0.07], [0.03, 0.00, -0.11], [0.05, -0.04, -0.04], [0.00, 0.02, -0.08]],
  "lumo_energy_ev": [4.1, 2.8],
  "total_energy_ha": -4809.079370,
  "relative_energy_kcal_mol": 79.3,
  "homo_energy_ha": [-0.064, -0.072],
  "charge": -2,
  "orbital_gap_ha": [0.2144, 0.1737],
  "max_force_ev_per_a": 3.2,
  "multiplicity": 4
}